(1)
This record from the OMol25 dataset describes a 2-piece molecular cluster, C3H8NS overall at a distorted geometry. The level of theory is ωB97M-V with the def2-TZVPD basis set.

XYZ file:
```
13
Properties=species:S:1:pos:R:3:nbo_charge:R:1
C -0.2275 -1.6327 -1.0829 -0.52
C 0.4288 -1.2948 0.0487 0.00
N 0.0720 -0.2214 0.8428 -0.69
C 1.0032 0.8912 1.1033 -0.42
H -1.1361 -1.0733 -1.3872 0.24
H 0.1008 -2.4591 -1.7025 0.18
H 1.3141 -1.8270 0.3507 0.16
H -0.8554 0.1807 0.5728 0.43
H 1.2650 1.0208 2.1643 0.16
H 1.8555 0.9114 0.4288 0.18
H 0.4882 1.8556 0.9676 0.22
S -1.7585 1.2683 -1.2237 -1.04
H -2.5500 2.3803 -1.0829 0.10
```

## Properties
Total charge ... -1
HOMO level ... -0.107 Eh
ΔE to the lowest compared entry with this formula, charge and spin ... 98.1 kJ/mol
Multiplicity ... 1

(2)
This record from the OMol25 dataset describes an isolated ion of composition C3H8NS and charge -1 at a distorted geometry. The level of theory is ωB97M-V with the def2-TZVPD basis set.

XYZ file:
```
13
Properties=species:S:1:pos:R:3:nbo_charge:R:1
C 0.3276 -1.7839 0.8741 -0.43
N 0.4690 -0.3316 0.5640 -0.63
C -0.5774 0.2802 -0.2987 -0.24
C -0.0194 1.6379 -0.6643 -0.53
S -1.2811 2.9374 -1.2188 -0.76
H -0.3319 -1.6870 1.7761 0.19
H -0.2084 -2.4384 0.1431 0.16
H 1.2890 -2.2358 1.0332 0.19
H 1.3392 -0.0936 0.1416 0.34
H -1.5108 0.1545 0.2489 0.18
H -0.7217 -0.2200 -1.2638 0.15
H 0.4948 2.2122 0.1634 0.20
H 0.7309 1.5680 -1.4989 0.18
```

## Properties
Total charge ... -1
SMILES ... CNCC[S-]
HOMO level ... -0.078 Eh
ΔE to the lowest compared entry with this formula, charge and spin ... 119.2 kJ/mol
Multiplicity ... 1

(3)
This record from the OMol25 dataset describes an isolated ion of composition C3H8NS and charge -1 at a distorted geometry. The level of theory is ωB97M-V with the def2-TZVPD basis set.

XYZ file:
```
13
Properties=species:S:1:pos:R:3:nbo_charge:R:1
C 1.0751 -2.7630 -0.1490 -0.42
N 0.1630 -1.7508 0.4057 -0.62
C 0.3882 -0.4553 -0.3079 -0.23
C -0.2905 0.6481 0.4768 -0.53
S -0.7041 2.2856 -0.3325 -0.75
H 0.5299 -3.2054 -0.9869 0.18
H 1.9768 -2.3533 -0.6333 0.16
H 1.4868 -3.5016 0.5354 0.18
H 0.4121 -1.5613 1.3759 0.34
H 0.0526 -0.6694 -1.3219 0.18
H 1.4428 -0.1531 -0.3928 0.15
H -1.2805 0.3319 0.8065 0.19
H 0.3189 0.8787 1.3482 0.17
```

## Properties
Total charge ... -1
SMILES ... CNCC[S-]
HOMO level ... -0.079 Eh
ΔE to the lowest compared entry with this formula, charge and spin ... 91.5 kJ/mol
Multiplicity ... 1

(4)
This record from the OMol25 dataset describes an isolated ion of composition C3H8NS and charge +1 at a distorted geometry. The level of theory is ωB97M-V with the def2-TZVPD basis set.

XYZ file:
```
13
Properties=species:S:1:pos:R:3:nbo_charge:R:1
N 0.1115 1.4775 0.1181 -0.71
C -0.3642 0.0554 0.0600 -0.05
S -2.1915 -0.0155 -0.1066 0.08
C 0.5517 -0.8659 -0.6314 -0.41
C 0.5036 -0.8991 0.8627 -0.40
H 1.0244 1.4921 0.5982 0.45
H -0.7487 1.9642 0.5241 0.48
H 0.4740 1.8975 -0.7924 0.46
H -2.2107 -0.8615 -1.0133 0.14
H 1.5285 -0.2399 -1.0100 0.21
H 0.2517 -1.5912 -1.3749 0.27
H -0.1743 -1.7785 1.2928 0.26
H 1.2439 -0.6350 1.4727 0.23
```

## Properties
Total charge ... +1
SMILES ... [NH3+]C1(S)CC1
HOMO level ... -0.518 Eh
ΔE to the lowest compared entry with this formula, charge and spin ... 168.7 kJ/mol
Multiplicity ... 1

(5)
This record from the OMol25 dataset describes a 2-piece molecular cluster, C3H8NS overall at a distorted geometry. The level of theory is ωB97M-V with the def2-TZVPD basis set.

XYZ file:
```
13
Properties=species:S:1:pos:R:3:nbo_charge:R:1
C -0.7340 1.0564 -1.4399 -0.30
C 0.0536 0.9552 -0.3666 -0.33
C 0.2567 -0.1084 0.5847 -0.07
N -0.2705 -1.4332 0.2105 -0.72
S 1.9674 -0.4597 1.1281 0.05
H -0.8705 2.0649 -1.8599 0.25
H -1.5294 0.3740 -1.7237 0.20
H 0.5555 1.8814 -0.1250 0.25
H -0.6863 0.1381 2.2772 0.14
H -0.9532 -1.7232 0.8608 0.45
H 0.5542 -1.9073 0.3389 0.45
H -0.8336 -1.5879 -0.6076 0.45
H 2.4900 0.7496 0.7225 0.19
```

## Properties
Total charge ... +1
HOMO level (alpha / beta) ... -0.497 / -0.508 Eh
ΔE to the lowest compared entry with this formula, charge and spin ... 435.7 kJ/mol
Multiplicity ... 1

(6)
This record from the OMol25 dataset describes a 2-piece molecular cluster, C3H8O overall. The level of theory is ωB97M-V with the def2-TZVPD basis set.

XYZ file:
```
12
Properties=species:S:1:pos:R:3:nbo_charge:R:1
C -1.7057 0.0513 -0.6042 -0.84
C 0.3145 -1.1834 0.6961 0.05
O 0.8021 -0.0202 1.0372 -0.49
C 1.8055 0.4787 0.1407 -0.26
H -1.8107 0.5161 -1.5836 0.22
H -2.6053 -0.5085 -0.3388 0.22
H -1.5158 0.8181 0.1545 0.21
H -0.8558 -0.6481 -0.6749 0.21
H -0.5352 -1.3245 1.4065 0.09
H 2.3424 -0.3627 -0.3019 0.21
H 1.3004 1.0504 -0.6453 0.19
H 2.4636 1.1328 0.7138 0.19
```

## Properties
Total charge ... 0
HOMO level ... -0.316 Eh
ΔE to the lowest compared entry with this formula, charge and spin ... 343.7 kJ/mol
Multiplicity ... 1

(7)
This record from the OMol25 dataset describes a 2-piece molecular cluster, C3H8O overall. The level of theory is ωB97M-V with the def2-TZVPD basis set.

XYZ file:
```
12
Properties=species:S:1:pos:R:3:nbo_charge:R:1
C 0.2614 0.8652 0.9696 -0.67
C 0.3425 -0.0408 -0.2411 0.37
C -0.7237 -1.1089 -0.3636 -0.67
O 1.5480 -0.3396 -0.6934 -0.79
H 0.9692 1.6883 0.8531 0.23
H -0.7464 1.2479 1.1553 0.22
H 0.5847 0.2627 1.8280 0.24
H -0.1654 0.9172 -1.2732 -0.04
H -1.7340 -0.7304 -0.1841 0.22
H -0.6552 -1.5757 -1.3480 0.23
H -0.4826 -1.8720 0.3876 0.24
H 0.7398 0.5321 -1.3709 0.43
```

## Properties
Total charge ... 0
HOMO level ... -0.349 Eh
ΔE to the lowest compared entry with this formula, charge and spin ... 362.4 kJ/mol
Multiplicity ... 1

(8)
This record from the OMol25 dataset describes a 2-piece molecular cluster, C3H8O overall at a distorted geometry. The level of theory is ωB97M-V with the def2-TZVPD basis set.

XYZ file:
```
12
Properties=species:S:1:pos:R:3:nbo_charge:R:1
H 0.6988 -1.8607 0.1649 -0.07
H 1.4124 -1.6338 0.1825 0.05
C -1.4671 0.2534 -0.0201 -0.62
C -0.0084 0.2045 -0.4663 -0.45
C 1.1378 0.3727 0.4276 0.38
O 2.2689 0.0240 0.1540 -0.58
H -1.5764 0.7707 0.9374 0.21
H -1.9459 -0.7332 0.0895 0.23
H -2.0423 0.7868 -0.7814 0.22
H 0.1624 -0.4130 -1.3530 0.24
H 0.4869 1.2730 -0.6641 0.26
H 0.8728 0.9556 1.3290 0.12
```

## Properties
Total charge ... 0
SMILES ... [H][H].CCC=O
HOMO level ... -0.360 Eh
ΔE to the lowest compared entry with this formula, charge and spin ... 260.4 kJ/mol
Multiplicity ... 1

(9)
This record from the OMol25 dataset describes a 2-piece molecular cluster, C3H8O2 overall. The level of theory is ωB97M-V with the def2-TZVPD basis set.

XYZ file:
```
13
Properties=species:S:1:pos:R:3:nbo_charge:R:1
O -0.0410 -1.6086 -1.0988 -0.54
C 0.1944 -1.4692 0.0802 0.42
C 1.2681 -0.5202 0.5540 -0.18
O 1.7769 0.2294 -0.5075 -0.71
H -0.3620 -2.0340 0.8520 0.13
H 0.8423 0.1366 1.3264 0.20
H 2.0549 -1.1201 1.0422 0.20
H 1.3889 -0.1591 -1.3110 0.49
C -1.4445 1.3022 -0.1975 -0.87
H -1.8735 2.2873 -0.3916 0.22
H -1.5996 1.0470 0.8559 0.20
H -1.9355 0.5564 -0.8276 0.22
H -0.3752 1.3224 -0.4240 0.22
```

## Properties
Total charge ... 0
SMILES ... O=CCO.C
HOMO level ... -0.389 Eh
ΔE to the lowest compared entry with this formula, charge and spin ... 106.3 kJ/mol
Multiplicity ... 1

(10)
This record from the OMol25 dataset describes a 2-piece molecular cluster, C3H8O2 overall at a distorted geometry. The level of theory is ωB97M-V with the def2-TZVPD basis set.

XYZ file:
```
13
Properties=species:S:1:pos:R:3:nbo_charge:R:1
O 0.5585 1.2989 -1.2678 -0.58
C -0.4905 1.2709 -0.6987 0.64
O -0.8018 2.0948 0.3112 -0.67
H -1.2923 0.5710 -0.9588 0.12
H 0.0035 2.6275 0.4487 0.49
C -0.2757 -2.4277 0.9238 -0.61
C 0.9700 -1.7485 0.3831 -0.61
H -0.5124 -3.4032 0.4814 0.20
H -1.1613 -1.8057 0.8961 0.20
H -0.1672 -2.7161 1.9789 0.20
H 0.8226 -1.3169 -0.6006 0.21
H 1.2705 -0.9781 1.0793 0.20
H 1.7930 -2.4369 0.2752 0.21
```

## Properties
Total charge ... 0
SMILES ... O=CO.CC
HOMO level ... -0.406 Eh
ΔE to the lowest compared entry with this formula, charge and spin ... 39.0 kJ/mol
Multiplicity ... 1